Entry 1:
{
  "formula": "C4H9NO",
  "method": "wB97M-V/def2-TZVPD",
  "lumo_ev": 1.07,
  "charge": 0,
  "energy_ha": -287.7785,
  "largest_force_ev_per_a": 0.44,
  "gap_ev": 11.22,
  "smiles": "CC/N=C/CO",
  "relative_energy_ev": 1.468,
  "symbols": ["C", "C", "N", "C", "C", "O", "H", "H", "H", "H", "H", "H", "H", "H", "H"],
  "positions_angstrom": [[1.8231, 1.0642, -0.6656], [1.3175, -0.3752, -0.6181], [0.1926, -0.4105, 0.2966], [-0.9785, -0.5467, -0.1567], [-2.1376, -0.3903, 0.7925], [-1.7067, -0.1320, 2.0950], [1.0683, 1.7111, -1.1260], [1.9969, 1.4243, 0.3532], [2.7524, 1.1506, -1.2358], [1.0443, -0.7249, -1.6275], [2.1002, -1.0386, -0.2334], [-1.1985, -0.7301, -1.2193], [-2.7672, -1.2924, 0.7643], [-2.7583, 0.4384, 0.4107], [-0.7351, -0.0861, 2.0356]],
  "forces_ev_per_angstrom": [[0.05, 0.05, -0.03], [0.11, -0.01, -0.08], [-0.38, -0.03, -0.21], [0.22, 0.06, 0.18], [-0.11, -0.09, -0.30], [0.09, 0.01, 0.08], [0.13, -0.08, 0.06], [0.02, -0.03, -0.16], [-0.11, -0.04, 0.05], [0.00, 0.05, 0.16], [-0.12, 0.10, -0.03], [0.05, 0.04, 0.13], [0.10, 0.09, 0.00], [0.06, -0.11, 0.08], [-0.10, -0.01, 0.06]],
  "lowdin_charge": [-0.1003, -0.2893, 0.0036, -0.1398, -0.2653, -0.0689, 0.0721, 0.0732, 0.0692, 0.1048, 0.1092, 0.1264, 0.1185, 0.1195, 0.0673]
}


Entry 2:
{
  "formula": "C26H74BeF6N6O8P",
  "method": "wB97M-V/def2-TZVPD",
  "lumo_ev": -2.82,
  "charge": 1,
  "energy_ha": -2920.6610,
  "largest_force_ev_per_a": 2.04,
  "gap_ev": 7.80,
  "symbols": ["Be", "P", "F", "F", "F", "F", "F", "F", "C", "C", "C", "O", "C", "N", "H", "H", "H", "H", "H", "H", "H", "H", "H", "H", "H", "C", "C", "C", "O", "C", "N", "H", "H", "H", "H", "H", "H", "H", "H", "H", "H", "H", "C", "C", "C", "O", "C", "N", "H", "H", "H", "H", "H", "H", "H", "H", "H", "H", "H", "C", "C", "C", "O", "C", "N", "H", "H", "H", "H", "H", "H", "H", "H", "H", "H", "H", "C", "C", "C", "O", "C", "N", "H", "H", "H", "H", "H", "H", "H", "H", "H", "H", "H", "C", "C", "C", "O", "C", "N", "H", "H", "H", "H", "H", "H", "H", "H", "H", "H", "H", "C", "O", "H", "H", "H", "H", "C", "O", "H", "H", "H", "H"],
  "positions_angstrom": [[2.7733, 0.2894, 0.4634], [-0.2523, -0.9824, -0.0263], [-0.7871, -2.4900, -0.1364], [0.5537, -1.3713, 1.3360], [1.1302, -1.3193, -0.8844], [0.3865, 0.5120, 0.0458], [-0.9770, -0.5713, -1.4039], [-1.5201, -0.4501, 0.7938], [-4.1095, -2.3751, -1.9103], [-4.5036, -1.0178, -2.4884], [-5.9645, -0.8254, -2.8358], [-6.2869, -1.8206, -3.7902], [-7.3878, -2.6531, -3.4435], [-3.9226, 0.0318, -1.6248], [-3.0251, -2.4198, -1.8072], [-4.4081, -3.1964, -2.5671], [-4.5466, -2.5916, -0.9324], [-3.8829, -0.9047, -3.3839], [-5.9946, 0.1530, -3.3237], [-6.5744, -0.7512, -1.9313], [-7.1908, -3.0729, -2.4503], [-7.4735, -3.5165, -4.0984], [-8.3507, -2.1451, -3.3632], [-3.0017, -0.2964, -1.3586], [-4.4101, -0.0227, -0.7294], [7.0764, 0.6546, -0.1522], [5.5770, 0.3411, -0.2285], [5.4052, -1.1568, -0.4148], [4.0196, -1.3894, -0.5182], [3.7440, -2.7542, -0.8651], [4.8780, 0.6680, 1.0183], [7.2717, 1.7199, -0.0321], [7.5110, 0.3992, -1.1230], [7.5999, 0.0327, 0.5737], [5.1133, 0.8354, -1.0832], [5.8441, -1.6988, 0.4308], [5.8999, -1.5547, -1.3041], [4.0567, -2.9916, -1.8836], [2.6765, -2.9527, -0.8088], [4.2435, -3.4425, -0.1811], [5.3409, 0.1626, 1.7702], [5.1500, 1.6343, 1.1933], [2.0219, 1.5606, 4.8749], [2.6419, 0.9252, 3.6347], [2.9270, -0.5118, 3.8458], [3.4158, -0.9913, 2.5620], [3.7402, -2.3633, 2.7505], [1.6833, 1.0958, 2.5322], [2.7806, 1.5133, 5.6595], [1.1423, 1.0111, 5.2128], [1.7006, 2.5788, 4.6587], [3.6066, 1.3884, 3.4127], [2.0532, -1.1026, 4.1271], [3.7518, -0.6151, 4.5526], [2.8088, -2.9397, 2.7737], [4.3174, -2.6234, 3.6374], [4.2182, -2.7103, 1.8335], [0.7815, 0.6392, 2.7321], [1.3854, 2.0676, 2.5618], [2.7265, 4.5490, -1.4371], [2.4998, 3.0834, -1.1005], [3.2074, 2.2227, -2.1522], [2.8416, 0.8764, -1.9117], [3.1299, 0.0327, -3.0199], [3.0087, 2.7591, 0.2256], [2.1443, 5.2422, -0.8264], [2.4311, 4.8557, -2.4443], [3.7758, 4.8538, -1.3937], [1.4449, 2.8022, -1.0809], [4.2910, 2.3295, -2.0292], [2.8997, 2.5634, -3.1408], [4.1771, -0.2727, -3.1085], [2.8229, 0.5499, -3.9286], [2.5786, -0.8992, -2.9072], [3.9440, 3.1679, 0.2708], [2.5677, 3.3354, 0.9392], [-1.7395, 3.1688, -1.0453], [-1.3353, 3.4206, -2.4834], [-1.1167, 2.1009, -3.2124], [-0.9548, 2.2876, -4.6254], [-0.3649, 1.1456, -5.1930], [-2.3978, 4.2346, -3.0843], [-2.7033, 2.6665, -0.9489], [-1.7861, 4.1029, -0.4848], [-1.0043, 2.5201, -0.5566], [-0.4073, 4.0016, -2.4992], [-1.9950, 1.4593, -3.0981], [-0.1962, 1.6857, -2.7875], [-1.0264, 0.2878, -5.0459], [0.6553, 0.8791, -4.8906], [-0.2288, 1.3466, -6.2575], [-3.2625, 3.6945, -3.0827], [-2.1881, 4.1990, -4.0837], [-1.9431, 2.3056, 2.9058], [-1.9636, 1.2070, 3.9552], [-3.3479, 0.7055, 4.3040], [-3.3119, -0.3643, 5.2195], [-4.5814, -0.8785, 5.5180], [-1.1090, 0.1018, 3.5267], [-2.2750, 1.8428, 1.9737], [-0.9293, 2.6574, 2.7152], [-2.5728, 3.1203, 3.2593], [-1.5717, 1.6071, 4.8982], [-3.8715, 0.3502, 3.4039], [-3.9482, 1.5379, 4.6919], [-4.9257, -1.4350, 4.6398], [-5.3389, -0.1159, 5.7330], [-4.5620, -1.4897, 6.4180], [-1.2920, -0.1768, 2.5621], [-1.3412, -0.7497, 4.0313], [-3.6080, -3.1187, 2.0131], [-3.8869, -4.4656, 2.2911], [-3.6941, -2.5546, 2.9474], [-2.6354, -2.9467, 1.5503], [-4.2235, -2.6094, 1.2611], [-4.8023, -4.5415, 2.5706], [-0.3973, -4.5270, -2.5405], [-0.8945, -5.3612, -3.5584], [-0.7185, -4.8616, -1.5501], [0.6802, -4.6987, -2.3963], [-0.5148, -3.4522, -2.6747], [-1.5170, -5.9626, -3.1468]],
  "forces_ev_per_angstrom": [[0.83, 1.06, 1.12], [0.11, -0.65, -1.09], [0.23, 0.72, 0.05], [-0.15, 0.18, -0.17], [0.02, -0.55, 0.24], [0.79, 1.12, 0.53], [0.23, -0.32, 0.14], [-0.10, -0.47, -0.09], [-0.50, -0.64, -0.37], [1.95, -0.33, 0.50], [1.19, 0.65, -0.47], [-1.02, -0.23, -0.04], [0.45, -0.19, 1.12], [-0.99, 0.21, 0.66], [0.03, -0.01, 0.03], [0.02, 0.04, -0.05], [-0.10, 0.25, 0.06], [-0.56, -0.20, -0.44], [-0.41, 0.06, -0.01], [-0.32, -0.54, -0.10], [-0.09, -0.08, 0.12], [0.20, 0.32, -0.44], [0.04, 0.30, -0.34], [0.16, 0.19, -0.29], [-0.16, 0.28, -0.02], [-0.26, -0.10, -1.10], [1.44, -1.13, 0.00], [0.07, 0.23, -0.24], [-0.94, -0.16, 0.38], [-0.52, -0.49, 0.03], [-0.68, 0.74, -0.83], [0.02, -0.03, 0.38], [0.08, 0.01, 0.03], [-0.10, 0.24, 0.29], [0.01, 0.12, 0.29], [-0.13, -0.02, 0.20], [0.06, 0.29, -0.17], [0.23, 0.30, -0.04], [0.02, 0.35, 0.12], [0.16, 0.11, 0.04], [-0.48, -0.37, 0.06], [-0.62, 0.07, 0.23], [0.67, -0.42, 0.33], [-1.53, 0.72, 0.57], [0.46, -0.33, -1.27], [0.22, -0.57, 1.32], [-0.92, -0.86, -1.47], [0.81, -0.17, -1.60], [-0.26, 0.44, 0.27], [0.01, -0.10, -0.15], [0.25, 0.13, 0.21], [-0.19, 0.34, -0.29], [-0.05, 0.08, 0.16], [-0.20, -0.17, 0.30], [-0.04, -0.01, 0.30], [0.22, 0.50, 0.01], [0.38, 0.09, 0.24], [0.25, -0.57, 0.27], [0.28, 0.13, -0.46], [-0.40, 0.93, -0.52], [-0.03, 0.51, -0.79], [-0.48, 0.27, 1.13], [0.09, -0.23, 0.55], [-0.19, -0.64, -0.16], [0.65, -0.47, 0.43], [0.11, -0.25, 0.40], [-0.15, -0.54, -0.14], [0.10, -0.26, 0.33], [-0.08, 0.20, -0.30], [0.11, 0.21, -0.30], [0.02, -0.21, -0.11], [0.22, 0.46, 0.20], [-0.01, -0.16, -0.08], [-0.28, 0.23, 0.06], [0.24, -0.42, -0.16], [-0.65, -0.33, -0.11], [0.61, -0.33, 0.60], [-1.11, 0.02, -0.01], [0.02, 0.46, -0.29], [0.95, 0.28, 0.79], [-0.28, -0.04, -1.08], [0.31, -0.30, -1.13], [-0.04, -0.01, -0.27], [-0.03, 0.06, -0.10], [-0.03, -0.01, 0.09], [0.00, 0.07, -0.14], [0.17, -0.27, 0.50], [-0.12, -0.58, -0.03], [0.16, -0.20, -0.10], [-0.08, 0.27, 0.81], [-0.45, -0.06, -0.06], [-0.05, -0.01, 0.52], [0.00, 0.58, -0.02], [-0.27, -0.75, 0.22], [0.47, -0.58, 0.64], [-1.07, 0.20, -0.64], [0.82, 0.49, 0.63], [-0.64, 0.03, -0.32], [0.52, -0.56, -0.29], [-0.35, 0.47, -0.13], [0.03, 0.11, 0.23], [-0.03, 0.15, -0.47], [0.24, -0.05, -0.03], [0.08, 0.09, -0.25], [-0.04, 0.00, 0.18], [-0.25, -0.27, 0.22], [0.22, 0.33, -0.16], [0.43, -0.26, -0.22], [-0.17, 0.51, 0.34], [0.09, 0.21, 0.42], [-0.07, 1.23, 0.08], [0.19, -0.35, -0.59], [0.28, 0.32, -0.12], [0.36, -0.72, 0.54], [-0.69, -0.47, 0.16], [-0.02, 0.03, -0.01], [1.32, -0.65, 1.25], [-0.14, 0.26, -0.17], [-0.72, 0.47, -0.06], [0.19, 0.12, -0.61], [-0.55, -0.12, -0.24], [-0.10, -0.04, -0.17]],
  "lowdin_charge": [0.8060, 0.2054, -0.1153, -0.1513, -0.1816, -0.1721, -0.1344, -0.1340, -0.0464, -0.4227, -0.2020, -0.1820, -0.1021, 0.0413, 0.0581, 0.0807, 0.0633, 0.1362, 0.1241, 0.1294, 0.0802, 0.0867, 0.0858, 0.0160, 0.0708, -0.0266, -0.3974, -0.1914, -0.2320, -0.0527, 0.0798, 0.0869, 0.0932, 0.0929, 0.1090, 0.1378, 0.1455, 0.1067, 0.0884, 0.0942, 0.1112, 0.0941, -0.0353, -0.4242, -0.1674, -0.2576, -0.0768, 0.0720, 0.0893, 0.0820, 0.0848, 0.1328, 0.1466, 0.1408, 0.1063, 0.1025, 0.0636, 0.0480, 0.0701, -0.0472, -0.4030, -0.1768, -0.2246, -0.0593, 0.0626, 0.0894, 0.0892, 0.0878, 0.1282, 0.1282, 0.1412, 0.0970, 0.0897, 0.0932, 0.0904, 0.0990, -0.0732, -0.4429, -0.1982, -0.1805, -0.1159, 0.0470, 0.0749, 0.0806, 0.0486, 0.1261, 0.1186, 0.1075, 0.0941, 0.0655, 0.0917, 0.0792, 0.0673, -0.0391, -0.4268, -0.2210, -0.1887, -0.1094, 0.0519, 0.0745, 0.0616, 0.0893, 0.1364, 0.1319, 0.1316, 0.0776, 0.0903, 0.0928, 0.0349, 0.0860, -0.1731, -0.0945, 0.0628, 0.0619, 0.0620, 0.0798, -0.1898, -0.1002, 0.0781, 0.0669, 0.0643, 0.0755]
}